[1]
Entry from OMol25: a structure of composition C22H25N5O2STi (ωB97M-V/def2-TZVPD).

Geometry as XYZ:
```
56
Properties=species:S:1:pos:R:3:nbo_charge:R:1
Ti 0.04736 0.07323 0.33256 1.719
C -0.36933 2.49049 5.50704 -0.179
C -0.20194 1.17847 5.09131 -0.181
C -0.25448 0.86702 3.74129 -0.282
C -0.48000 1.87025 2.79705 0.163
C -0.66762 3.18591 3.21592 -0.221
C -0.60609 3.48373 4.56715 -0.171
N -0.50159 1.53588 1.40612 -0.427
N -0.96954 2.54581 0.63429 -0.340
C -1.35754 2.17015 -0.58469 0.327
C -1.85742 3.15059 -1.48879 -0.228
C -2.33751 2.75638 -2.69421 -0.130
C -2.31735 1.37852 -3.04960 -0.246
C -1.78227 0.48425 -2.18794 0.036
N -1.27956 0.85577 -0.96337 -0.656
H -0.32746 2.73774 6.55880 0.240
H -0.04654 0.39281 5.81856 0.229
H -0.19693 -0.16956 3.44437 0.189
H -0.85227 3.96132 2.49011 0.255
H -0.74612 4.50689 4.88860 0.240
H -1.86382 4.18071 -1.16180 0.255
H -2.74161 3.48195 -3.38695 0.248
H -2.70838 1.04684 -4.00000 0.250
H -1.70809 -0.56886 -2.41882 0.205
O 1.60595 -0.70508 1.67005 -0.723
C 1.36998 -2.06413 2.09561 -0.111
C -0.11102 -2.36258 2.10329 0.208
C -0.62793 -3.49174 2.71287 -0.225
C -1.99862 -3.69780 2.67617 -0.092
C -2.81664 -2.76816 2.04545 -0.224
C -2.23300 -1.66367 1.46156 0.064
N -0.90009 -1.47680 1.47968 -0.561
H 1.75446 -0.13884 2.44429 0.537
H 1.79455 -2.22847 3.08507 0.238
H 1.88608 -2.71126 1.38731 0.229
H 0.02576 -4.18991 3.21889 0.254
H -2.42951 -4.56976 3.15011 0.258
H -3.89002 -2.88845 2.01816 0.263
H -2.81811 -0.89338 0.97482 0.238
C 1.56250 -3.69094 -1.62710 -0.643
C 0.87496 -2.44414 -2.11954 -0.062
O 0.16104 -1.76439 -1.03228 -0.753
H 2.01273 -4.21723 -2.46891 0.259
H 0.85530 -4.37719 -1.15706 0.220
H 2.35903 -3.45895 -0.91840 0.208
H 0.14752 -2.65822 -2.90243 0.203
H 1.57070 -1.70982 -2.51280 0.203
H -0.60229 -2.31295 -0.81027 0.503
S 3.21154 2.58546 -1.99427 0.611
C 3.73756 0.96741 -1.84302 -0.419
C 2.83757 0.25457 -1.12674 -0.050
N 1.74632 0.97932 -0.69888 -0.564
C 1.84292 2.23808 -1.07882 -0.129
H 4.66911 0.63072 -2.26701 0.281
H 2.94023 -0.77798 -0.83329 0.226
H 1.10323 2.98250 -0.81893 0.261
```

gap between HOMO and LUMO (spin up / spin down) = 0.2427 / 0.2386 Eh
net charge = +2
E_LUMO (spin up / spin down) = -0.2413 / -0.2462 hartree
2S+1 = 1

---

[2]
Entry from OMol25: the molecule C3H2Cl3N in a non-equilibrium geometry (ωB97M-V/def2-TZVPD).

Geometry as XYZ:
```
9
Properties=species:S:1:pos:R:3:nbo_charge:R:1
N -1.80899 -0.49185 2.15868 -0.310
C -1.28988 -0.22800 1.19438 0.249
C -0.44366 0.30670 -0.26177 -0.055
Cl -1.27063 -0.47754 -1.68444 0.030
Cl -0.69988 2.10827 -0.42552 0.054
C 0.96340 -0.11676 -0.24776 -0.496
Cl 1.45348 -1.80297 -0.57331 0.007
H 1.69657 0.51825 -0.84966 0.269
H 1.39959 0.18389 0.68939 0.253
```

SMILES string = N#CC(Cl)(Cl)CCl
gap between HOMO and LUMO = 0.4226 Eh
net charge = 0
E_LUMO = -0.0001 hartree
2S+1 = 1

---

[3]
Entry from OMol25: a structure of composition C33H47Br3F32O12P2 in a non-equilibrium geometry (ωB97M-V/def2-TZVPD).

Geometry as XYZ:
```
129
Properties=species:S:1:pos:R:3:mulliken_charge:R:1
C -0.35892 -4.71939 0.06292 -1.008
C -1.82531 -5.12569 -0.14990 -0.488
O -2.28098 -4.48740 -1.27900 -0.022
P -2.68972 -5.37678 -2.54769 0.996
O -1.58851 -6.29420 -3.02466 -0.774
O -3.14017 -4.25770 -3.69360 -0.351
C -3.47786 -4.64599 -5.04882 -0.383
C -2.20428 -4.60608 -5.87856 -0.861
O -4.07463 -6.08629 -2.14130 -0.356
C -5.04624 -5.32266 -1.47974 -0.238
C -5.51605 -6.17796 -0.30870 -1.173
H 0.06185 -5.06730 1.00633 0.485
H 0.24615 -5.13368 -0.74352 0.328
H -0.30012 -3.63454 0.15094 0.011
H -1.93937 -6.20892 -0.19115 0.471
H -2.43351 -4.62075 0.60058 0.236
H -3.89206 -5.65345 -5.00920 0.329
H -4.25015 -3.96156 -5.39983 0.361
H -1.75456 -3.62367 -5.73460 0.065
H -1.44173 -5.35200 -5.65444 0.284
H -2.57759 -4.70714 -6.89764 0.449
H -4.76371 -4.30896 -1.19567 0.257
H -5.89502 -5.13545 -2.13748 0.391
H -6.07797 -7.05786 -0.62197 0.310
H -4.69294 -6.49880 0.32977 0.285
H -6.18728 -5.58768 0.31510 0.374
C 4.71612 2.22472 -8.58353 -1.306
C 4.30548 1.26592 -7.47629 0.126
O 3.02234 1.59731 -7.03176 -0.288
P 2.31341 0.65249 -5.93742 0.774
O 0.83930 0.81698 -5.84050 -0.774
O 2.69659 -0.88912 -6.30976 -0.231
C 1.96367 -1.57545 -7.29692 -0.334
C 2.16145 -3.09841 -7.27916 -1.171
O 3.19123 0.96716 -4.62769 -0.092
C 3.43120 2.29034 -4.15444 -0.492
C 3.23250 2.36843 -2.62101 -0.522
H 4.45246 3.20617 -8.18940 0.334
H 5.78557 2.06923 -8.72564 0.371
H 4.19438 2.10122 -9.53255 0.312
H 4.40612 0.24081 -7.83282 0.230
H 5.04828 1.27959 -6.67870 0.214
H 0.90140 -1.33266 -7.32423 0.351
H 2.28832 -1.12563 -8.23519 0.495
H 3.03990 -3.43335 -7.83074 0.337
H 2.21978 -3.54465 -6.28640 0.210
H 1.28589 -3.56555 -7.73000 0.362
H 4.48565 2.52044 -4.30710 0.245
H 2.80647 3.03998 -4.64008 0.435
H 3.32023 3.39033 -2.25208 0.447
H 2.28097 1.97315 -2.26542 -0.451
H 4.05708 1.88617 -2.09604 0.407
C 1.18138 4.24158 0.20808 -0.677
C 2.39218 5.08767 0.52255 0.883
C 2.12185 6.59738 0.30231 0.179
F 3.15321 7.41304 0.50249 -0.281
F 1.57578 6.82485 -0.88950 -0.251
F 2.85935 4.83063 1.69575 -0.242
F 3.31766 4.66352 -0.38361 -0.284
O 0.04581 4.67008 0.98904 -0.158
C -1.22644 4.67700 0.28308 0.810
C -2.38412 5.10639 1.20428 0.029
F -3.55596 5.15262 0.53712 -0.311
F -2.56145 4.32770 2.25659 -0.173
F -1.06075 5.64065 -0.64616 -0.290
F -1.34453 3.53517 -0.40916 -0.221
H 1.48898 3.23688 0.49800 0.091
H 1.00319 4.18870 -0.86596 0.614
H 1.39764 7.07753 0.96040 0.110
H -2.36218 6.10802 1.63366 0.216
C 3.08189 -2.35614 -0.78687 -1.048
C 3.35994 -3.40180 0.32419 0.830
C 4.66521 -3.07968 1.14221 -0.007
F 5.69860 -2.84347 0.33343 -0.270
F 4.60533 -1.96538 1.89824 -0.224
F 2.32355 -3.40376 1.10883 -0.142
F 3.50343 -4.54596 -0.29110 -0.292
O 2.01193 -2.75268 -1.67439 -0.123
C 1.88947 -1.96428 -2.87186 0.606
C 0.61195 -2.19402 -3.61790 0.467
F 0.54597 -3.45535 -4.08218 -0.212
F -0.44299 -1.98316 -2.84180 -0.165
F 2.07072 -0.68960 -2.57505 -0.033
F 2.93185 -2.26622 -3.59181 -0.254
H 4.00359 -2.37872 -1.36830 0.531
H 2.84891 -1.38175 -0.35749 0.163
H 5.01000 -3.92015 1.74457 0.298
H 0.49592 -1.51993 -4.46656 -0.033
C -2.16263 6.44823 5.97977 -0.966
C -3.60582 6.88556 6.15576 1.024
C -4.26753 6.75434 4.76381 0.151
F -5.47847 7.39987 4.80289 -0.289
F -3.68089 7.28104 3.65064 -0.235
F -4.28764 6.13318 7.06614 -0.285
F -3.57648 8.13300 6.60829 -0.297
O -1.95057 5.13727 5.37309 -0.433
C -0.69009 4.84625 4.81019 0.710
C -0.65466 3.32164 4.59357 0.615
F 0.44705 2.87595 3.97074 -0.152
F -0.78211 2.60543 5.71833 -0.262
F -0.56586 5.62367 3.77261 -0.149
F 0.32070 5.24369 5.61470 -0.312
H -1.69220 6.45764 6.96298 0.418
H -1.64377 7.25994 5.46985 0.386
H -4.44535 5.72579 4.44986 0.221
H -1.50458 2.97862 4.00360 -0.125
C -1.94944 -1.06020 8.01474 -0.851
C -1.45664 -1.66824 9.32214 0.920
C 0.06516 -2.05380 9.35453 0.139
F 0.42005 -2.94341 8.44981 -0.219
F 0.86411 -0.98765 9.14958 -0.270
F -1.66915 -0.64729 10.19088 -0.295
F -2.21570 -2.69831 9.71734 -0.278
O -1.83445 -1.93706 6.91077 -0.431
C -1.23878 -1.42448 5.70984 0.885
C -1.21254 -2.44605 4.48672 -0.006
F -2.45877 -2.85106 4.18355 -0.260
F -0.69157 -1.99223 3.32370 -0.080
F -1.94052 -0.33851 5.34561 -0.247
F 0.01647 -1.10766 6.00515 -0.244
H -1.49477 -0.07519 7.90919 0.303
H -3.00083 -0.78489 8.09762 0.458
H 0.27553 -2.44771 10.34885 0.254
H -0.66518 -3.31576 4.85017 0.238
C 0.11988 -0.04904 1.25008 -0.208
Br 0.73654 0.71464 -0.48492 0.288
Br -1.45046 1.01417 1.77735 0.263
Br 1.58748 0.12485 2.53357 0.168
H -0.18702 -1.08667 1.11878 0.344
```

gap between HOMO and LUMO (spin up / spin down) = 0.2583 / 0.0825 Eh
net charge = +1
E_LUMO (spin up / spin down) = -0.1798 / -0.3556 hartree
2S+1 = 2